104
Properties=species:S:1:pos:R:3:mulliken_charge:R:1 method="wB97M-V/def2-TZVPD" smiles="C[C@H]1COC(=O)O1.C[C@H]1COC(=O)O1.C[C@H]1COC(=O)O1.C[C@H]1COC(=O)O1.C[C@H]1COC(=O)O1.C[C@H]1COC(=O)O1.C[C@H]1COC(=O)O1.C[C@H]1COC(=O)O1" e_above_lowest_kcal_mol=183.1 e_homo_ev=-10.631 e_tot_ha=-3053.7726 orbital_gap_ev=10.9
C -11.339 -7.326 13.896 -1.402
C -11.130 -6.848 15.331 0.567
C -10.085 -5.835 15.479 -0.429
O -10.692 -4.987 16.492 -0.331
C -11.995 -5.277 16.610 0.660
O -12.730 -4.557 17.304 -0.606
O -12.382 -6.263 15.846 -0.307
H -11.876 -8.274 13.920 0.350
H -10.360 -7.261 13.421 0.376
H -11.898 -6.587 13.323 0.350
H -10.876 -7.787 15.824 0.202
H -9.853 -5.183 14.637 0.286
H -9.079 -6.103 15.800 0.284
C -4.711 9.616 14.682 -1.271
C -4.567 8.106 14.672 0.465
C -4.820 7.284 15.930 -0.549
O -5.540 6.148 15.548 -0.288
C -6.151 6.507 14.416 0.584
O -6.965 5.830 13.881 -0.512
O -5.552 7.643 13.907 -0.344
H -5.536 9.849 15.355 0.315
H -4.931 10.068 13.714 0.328
H -3.795 10.072 15.057 0.352
H -3.620 7.684 14.334 0.288
H -5.323 7.976 16.605 0.271
H -3.919 7.126 16.523 0.361
C -19.137 5.602 15.708 -1.304
C -18.849 4.640 16.830 0.523
C -17.408 4.082 16.852 -0.394
O -17.018 4.381 18.138 -0.324
C -18.051 5.045 18.817 0.641
O -18.047 5.324 20.007 -0.554
O -18.984 5.414 17.989 -0.331
H -19.599 5.035 14.901 0.355
H -18.241 6.014 15.243 0.324
H -19.897 6.359 15.904 0.323
H -19.599 3.850 16.777 0.244
H -16.871 4.545 16.024 0.228
H -17.208 3.011 16.821 0.269
C -9.764 3.434 20.697 -1.390
C -11.161 3.314 21.284 0.564
C -11.567 1.841 21.315 -0.497
O -11.578 1.536 22.690 -0.323
C -11.593 2.623 23.427 0.667
O -11.629 2.689 24.677 -0.588
O -11.375 3.683 22.620 -0.360
H -9.064 2.608 20.820 0.329
H -9.310 4.367 21.029 0.331
H -9.793 3.397 19.608 0.409
H -11.810 3.847 20.589 0.279
H -10.930 1.163 20.747 0.305
H -12.589 1.719 20.954 0.276
C -12.787 12.486 12.393 -1.303
C -12.064 11.119 12.734 0.470
C -10.791 11.408 13.505 -0.506
O -10.782 10.410 14.446 -0.324
C -11.856 9.664 14.388 0.709
O -12.116 8.712 15.130 -0.598
O -12.747 10.235 13.602 -0.336
H -12.795 13.022 13.342 0.358
H -13.797 12.324 12.017 0.338
H -12.122 13.072 11.759 0.356
H -11.844 10.532 11.842 0.285
H -10.699 12.335 14.072 0.273
H -9.827 11.438 12.996 0.277
C -4.129 -0.231 24.255 -1.429
C -3.266 1.000 24.578 0.405
C -1.805 0.690 24.859 -0.472
O -1.226 1.768 24.199 -0.315
C -1.954 2.296 23.326 0.750
O -1.545 3.234 22.599 -0.632
O -3.085 1.692 23.401 -0.328
H -5.080 0.025 23.789 0.307
H -4.209 -0.971 25.051 0.417
H -3.595 -0.946 23.630 0.375
H -3.636 1.503 25.472 0.293
H -1.535 -0.350 24.673 0.325
H -1.841 0.909 25.926 0.303
C -6.248 10.287 23.115 -1.275
C -6.123 9.953 24.663 0.315
C -5.252 8.800 25.175 -0.318
O -4.378 9.509 26.024 -0.331
C -4.760 10.717 26.262 0.670
O -4.432 11.398 27.152 -0.512
O -5.651 11.064 25.324 -0.373
H -6.829 9.486 22.657 0.352
H -5.250 10.418 22.697 0.302
H -6.786 11.061 22.568 0.372
H -7.053 9.743 25.191 0.278
H -4.697 8.310 24.376 0.275
H -5.844 7.983 25.587 0.246
C -16.069 -3.549 26.399 -1.232
C -17.046 -4.639 25.810 0.266
C -16.164 -5.831 25.334 -0.506
O -16.121 -6.572 26.536 -0.336
C -17.187 -6.392 27.258 0.698
O -17.536 -6.984 28.220 -0.513
O -17.751 -5.214 26.866 -0.380
H -16.565 -2.850 27.072 0.332
H -15.540 -3.069 25.576 0.350
H -15.367 -4.152 26.976 0.321
H -17.667 -4.300 24.982 0.362
H -15.164 -5.398 25.365 0.323
H -16.507 -6.348 24.438 0.314

---

18
Properties=species:S:1:pos:R:3:nbo_charge:R:1 method="wB97M-V/def2-TZVPD" smiles="CC(C)=O.C=NC" e_above_lowest_kcal_mol=39.3 e_homo_ev=-9.415 e_tot_ha=-327.0687 orbital_gap_ev=10.4
C -0.244 -1.609 -1.096 -0.724
C -1.322 -1.017 -0.217 0.616
C -1.178 -1.230 1.278 -0.733
O -2.277 -0.429 -0.680 -0.559
H -0.363 -1.291 -2.134 0.230
H -0.315 -2.702 -1.056 0.233
H 0.754 -1.342 -0.734 0.226
H -2.124 -1.598 1.678 0.237
H -0.967 -0.267 1.755 0.259
H -0.376 -1.928 1.534 0.208
C 0.254 1.686 -1.083 -0.056
N 0.321 1.456 0.159 -0.407
C 1.603 1.635 0.818 -0.446
H -0.700 1.569 -1.607 0.193
H 1.119 2.018 -1.676 0.137
H 1.603 2.555 1.419 0.211
H 1.769 0.815 1.523 0.202
H 2.443 1.679 0.120 0.173

---

13
Properties=species:S:1:pos:R:3:nbo_charge:R:1 method="wB97M-V/def2-TZVPD" total_charge=+1 smiles="C/C(N)=[NH+]/C(=S)Cl" e_above_lowest_kcal_mol=35.1 e_homo_ev=-14.086 e_tot_ha=-1085.5045 orbital_gap_ev=9.0
C 0.786 0.139 0.496 -0.693
C -0.552 -0.085 -0.017 0.570
N -0.647 -0.120 -1.347 -0.732
N -1.613 -0.294 0.759 -0.609
C -3.179 -1.066 0.403 -0.108
S -3.608 -1.256 -1.149 0.246
Cl -3.767 -1.405 1.906 0.233
H 1.020 -0.223 1.483 0.269
H 0.947 1.198 0.310 0.269
H 1.418 -0.412 -0.140 0.255
H 0.303 0.086 -1.730 0.424
H -1.550 0.142 -1.827 0.453
H -1.644 0.074 1.687 0.421